1.
119
Properties=species:S:1:pos:R:3 method="wB97M-V/def2-TZVPD" lumo_energy_ev=-3.6 gap_ev=7.81 total_charge=+1 homo_ev=-11.42
C -3.5161 0.7979 4.0777
O -2.6414 1.4521 3.1335
C -1.5093 2.0524 3.7723
C -0.3166 2.3459 2.7563
C -0.9135 2.9191 1.3769
C -1.1766 1.6970 0.4053
C -1.0437 2.0523 -1.1611
C -2.4319 2.7381 -1.4984
C -3.7149 1.8568 -1.4467
N -3.7917 0.6052 -1.1465
O -0.0920 3.0952 -1.4215
C 1.2587 2.6918 -1.4507
N 2.0355 3.7122 -0.6904
C 1.9131 2.8467 -2.9240
C 3.4738 3.1665 -2.8666
O 4.0388 2.4823 -4.0320
C 3.7994 4.7404 -3.0922
N 4.3069 4.9328 -4.4806
N 1.5647 1.3073 -1.0607
C 2.0157 1.0871 0.3071
O 1.6549 -0.1787 0.8711
C 2.7672 -0.5876 1.7125
O 2.4218 -1.6535 2.5677
C 1.5820 -1.1628 3.6319
C 2.0713 -1.6749 5.0684
O 3.0902 -0.7470 5.5280
C 0.6413 0.3804 -1.6038
N 1.0445 -0.8650 -1.8485
P 2.6438 -1.5418 -1.6628
O 2.8712 -2.4318 -2.8840
O 3.8910 -0.4312 -1.6440
O 2.7311 -2.5851 -0.3264
N -0.6948 0.8336 -1.9263
Si -1.0488 0.8159 -3.6773
C -2.7896 0.1038 -4.1347
C 0.1302 -0.3059 -4.7379
C -0.9503 2.4948 -4.5965
H -4.6077 1.0651 3.8476
H -3.4383 -0.3154 3.8675
H -3.3120 1.0604 5.1524
H -1.8316 3.0609 4.1982
H -1.1857 1.4245 4.6509
H 0.3378 3.1258 3.2349
H 0.2548 1.3836 2.6133
H -0.3321 3.7808 0.9627
H -1.9290 3.3401 1.6721
H -2.2249 1.3444 0.6643
H -0.5338 0.8262 0.7169
H -2.4568 3.3367 -2.4499
H -2.5720 3.5190 -0.6793
H -4.6981 2.3828 -1.6766
H -4.7633 0.2744 -1.1684
H 1.9050 4.6067 -1.1745
H 1.6455 3.8440 0.2454
H 1.3653 3.6347 -3.5141
H 1.8323 1.8743 -3.5095
H 4.0035 2.7286 -1.9796
H 4.8044 1.9795 -3.7083
H 2.9161 5.3984 -2.8492
H 4.6938 4.9534 -2.4258
H 4.8258 5.8058 -4.5631
H 3.5197 4.8805 -5.1264
H 3.1545 1.1424 0.3146
H 1.6963 1.8646 1.0772
H 3.1907 0.2507 2.3355
H 3.6046 -0.9723 1.0472
H 0.5164 -1.4889 3.4293
H 1.5604 -0.0287 3.7147
H 1.1742 -1.5410 5.7480
H 2.4448 -2.7316 5.0291
H 2.6550 0.1223 5.5554
H 0.3320 -1.4980 -2.2445
H 4.0210 -0.1651 -2.5820
H 3.7025 -2.7758 -0.2773
H -3.5364 0.9554 -4.1103
H -2.7929 -0.3406 -5.1726
H -3.0878 -0.7282 -3.4213
H 1.1978 0.0258 -4.5955
H -0.0296 -1.3976 -4.4741
H -0.1718 -0.0943 -5.8051
H -0.0819 2.5403 -5.3296
H -0.8482 3.3988 -3.9374
H -1.8999 2.6463 -5.2029
C -7.0250 3.1599 0.6859
C -6.5445 2.5082 1.7439
C -7.0807 2.7498 3.1017
O -6.6403 2.1564 4.0668
C -8.1703 3.7401 3.2394
C -8.6509 4.3921 2.1806
C -8.1151 4.1508 0.8231
O -8.5524 4.7421 -0.1428
H -6.6449 2.9969 -0.3148
H -5.7471 1.7792 1.6611
H -8.5504 3.9032 4.2399
H -9.4475 5.1206 2.2630
C 1.2071 -5.4914 -1.2865
C 0.8725 -4.8811 -0.1493
C -0.1940 -5.4167 0.7243
O -0.4995 -4.8576 1.7606
C -0.8746 -6.6561 0.2902
C -0.5407 -7.2672 -0.8468
C 0.5262 -6.7317 -1.7213
O 0.8321 -7.2881 -2.7557
H 1.9854 -5.1125 -1.9392
H 1.3598 -3.9751 0.1837
H -1.6518 -7.0339 0.9426
H -1.0287 -8.1745 -1.1802
C 5.3757 -6.5740 1.5886
C 4.8306 -7.5286 2.3430
C 3.4826 -7.3649 2.9325
O 2.9858 -8.2320 3.6206
C 2.7638 -6.1022 2.6512
C 3.3117 -5.1502 1.8974
C 4.6555 -5.3139 1.3091
O 5.1494 -4.4394 0.6164
H 6.3600 -6.6756 1.1493
H 5.3423 -8.4582 2.5577
H 1.7787 -5.9983 3.0892
H 2.8029 -4.2179 1.6800

***

2.
22
Properties=species:S:1:pos:R:3 method="wB97M-V/def2-TZVPD" lumo_energy_ev=0.8 gap_ev=10.14 total_charge=0 smiles="CC[P@@]1(=O)C=CC[C@H]1C" homo_ev=-9.35
C -1.1979 1.8720 -0.5762
C 0.0447 2.0605 -0.2044
C -1.9176 0.5852 -0.2587
C -1.2002 0.0407 1.0493
C -1.2689 -1.5984 1.1812
C 2.6005 0.1414 -0.9305
C 1.4052 -0.5429 -0.2720
O 1.4740 0.8532 2.2222
P 0.5849 0.6034 0.8918
H -1.8115 2.5952 -1.1761
H 0.7593 2.8907 -0.4155
H -2.9409 0.7673 0.0813
H -1.6394 -0.1349 -1.0949
H -1.5295 0.6325 2.0093
H -0.9990 -2.1047 0.2561
H -2.3621 -1.7561 1.2938
H -0.6907 -1.8005 1.9521
H 3.2876 -0.4442 -1.5688
H 2.1494 1.0296 -1.4514
H 3.1390 0.5133 -0.0423
H 1.6189 -1.5807 0.3043
H 0.5967 -0.8437 -0.9183

***

3.
121
Properties=species:S:1:pos:R:3 method="wB97M-V/def2-TZVPD" lumo_energy_ev=-3.0 gap_ev=6.53 total_charge=+1 homo_ev=-9.55
C 2.7003 -0.7875 4.8279
C 3.5928 -0.7915 3.6111
Cl 5.0392 -1.6975 3.7152
C 3.3146 -0.1100 2.4958
Cl 4.2970 -0.0304 1.0972
N 2.1268 0.6922 2.4211
C 2.1974 2.1004 2.8590
C 1.0284 0.1710 1.9167
N -0.1147 0.9083 1.7333
C -1.1704 -0.0568 1.3194
C -2.1390 0.5695 0.3120
C -3.2722 1.3623 0.9765
C -4.1982 0.5157 1.8586
Br -3.7965 0.5946 3.7622
C -0.4089 -1.3731 0.9649
C -0.3216 -1.6736 -0.5377
O 0.9827 -2.1597 -0.8256
C 1.2897 -2.2345 -2.1379
F 0.2903 -2.7162 -2.8700
F 2.3544 -2.9835 -2.2748
F 1.5779 -1.0218 -2.6158
O -0.8810 -2.4433 1.7333
C -2.1076 -3.0842 1.3375
C -2.8158 -3.5566 2.5942
C -4.1137 -4.2839 2.2275
O -1.9854 -4.4345 3.3417
N 0.9574 -1.1200 1.4998
H 3.1402 -1.4032 5.6130
H 2.5752 0.2263 5.2153
H 1.7165 -1.2133 4.6015
H 1.7483 2.7553 2.1118
H 3.2515 2.3468 2.9780
H 1.6716 2.2200 3.8097
H 0.0509 1.6267 1.0274
H -1.7161 -0.3154 2.2337
H -2.5652 -0.2118 -0.3283
H -1.5779 1.2400 -0.3534
H -3.8898 1.7999 0.1837
H -2.8617 2.2043 1.5426
H -4.1763 -0.5425 1.5857
H -5.2295 0.8606 1.7740
H -1.0530 -2.4269 -0.8331
H -0.5196 -0.7598 -1.1090
H -2.7546 -2.3896 0.7859
H -1.8839 -3.9379 0.6848
H -3.0507 -2.6816 3.2190
H -4.9085 -4.0475 2.9368
H -4.4605 -4.0319 1.2211
H -3.9350 -5.3606 2.2772
H -1.0570 -4.2311 3.1779
H 1.1833 -1.8051 2.2179
N -7.5556 3.0454 0.9651
C -8.4876 2.5383 1.8351
C -9.6327 2.3037 1.1253
C -9.3846 2.6838 -0.2227
C -8.0968 3.1390 -0.2909
H -6.6241 3.3268 1.2068
H -8.2587 2.3935 2.8773
H -10.5507 1.9092 1.5265
H -10.0776 2.6346 -1.0453
H -7.5246 3.5231 -1.1177
N 0.7126 -7.3352 -4.8789
C 1.6812 -6.5239 -4.3579
C 1.0839 -5.6729 -3.4688
C -0.3043 -5.9951 -3.4513
C -0.5013 -7.0256 -4.3294
H 0.8757 -8.0592 -5.5541
H 2.7089 -6.6214 -4.6632
H 1.5343 -4.8920 -2.8890
H -1.0742 -5.5183 -2.8668
H -1.3949 -7.5547 -4.6116
N 7.6398 0.5317 4.5507
C 8.9590 0.8904 4.5137
C 9.0755 2.1186 5.1071
C 7.7752 2.5172 5.5199
C 6.9118 1.5165 5.1630
H 7.2489 -0.3160 4.1862
H 9.6994 0.2460 4.0724
H 9.9909 2.6708 5.2346
H 7.5087 3.4303 6.0247
H 5.8477 1.4187 5.3004
N -0.4216 -7.6845 -8.7783
C 0.4119 -6.7132 -8.2873
C 0.7346 -5.8806 -9.3250
C 0.0715 -6.3665 -10.4844
C -0.6328 -7.4797 -10.1148
H -0.8216 -8.4342 -8.2463
H 0.7024 -6.6912 -7.2522
H 1.3758 -5.0175 -9.2613
H 0.1086 -5.9467 -11.4753
H -1.2635 -8.1388 -10.6857
N 4.1441 -0.3297 -4.2274
C 4.8935 0.6824 -3.6915
C 5.1510 1.5860 -4.6876
C 4.5346 1.0969 -5.8714
C 3.9235 -0.0868 -5.5552
H 3.8166 -1.1331 -3.7260
H 5.1816 0.6738 -2.6542
H 5.7214 2.4934 -4.5830
H 4.5432 1.5602 -6.8434
H 3.3535 -0.7716 -6.1592
N -4.1527 4.5269 2.7791
C -4.7731 5.7134 2.4873
C -3.8021 6.6633 2.3207
C -2.5482 6.0288 2.5331
C -2.7968 4.7127 2.8157
H -4.6136 3.6538 2.9533
H -5.8459 5.7816 2.4216
H -3.9693 7.6997 2.0828
H -1.5759 6.4900 2.4880
H -2.1302 3.8985 3.0481
N 1.1624 7.1684 2.4700
C 2.0438 8.0901 2.9696
C 2.4453 8.8876 1.9333
C 1.7796 8.4321 0.7623
C 0.9945 7.3719 1.1243
H 0.7070 6.4571 3.0096
H 2.3048 8.1030 4.0137
H 3.1359 9.7106 2.0050
H 1.8663 8.8403 -0.2304
H 0.3320 6.7510 0.5451

***

4.
13
Properties=species:S:1:pos:R:3 method="wB97M-V/def2-TZVPD" lumo_energy_ev=0.7 gap_ev=10.32 total_charge=0 smiles="C=C[Si@@](C)(O)F" homo_ev=-9.65
C -1.8746 0.5445 0.9395
C -0.6057 0.7153 1.1896
C 0.1983 -0.5247 -1.9029
O 2.0758 0.5832 0.6243
F 1.4052 -1.7045 0.7770
Si 0.7287 -0.2834 0.3530
H -2.7060 1.1346 1.3138
H -2.0972 -0.3252 0.4338
H -0.2490 1.5520 1.7190
H -0.4031 -1.4620 -1.8870
H -0.3033 0.3583 -2.3930
H 1.1034 -0.8920 -2.4547
H 2.7274 0.3038 1.2875